Molecular formula: C38H20AsF4N7OSTa
Method: DFT, wB97M-V/def2-TZVPD

Geometry as XYZ:
```
73
C38H20AsF4N7OSTa | OMol25 | wB97M-V/def2-TZVPD
Ta -1.3929 -0.1390 1.2929
N -3.7286 -3.7743 1.6443
C -3.3487 -2.5015 1.6430
S -2.4668 -1.9253 0.1835
N -3.5729 -1.7218 2.6490
N -3.1287 -0.4293 2.4543
C -3.8288 0.4951 3.0750
C -3.7141 1.9006 2.9020
C -4.5681 2.7751 3.5984
C -4.5315 4.1260 3.3319
C -3.6619 4.6293 2.3652
C -2.8033 3.7973 1.6541
C -2.8407 2.4561 1.9483
O -2.0086 1.5696 1.3296
H -3.6566 -4.3470 0.8206
H -4.2467 -4.1331 2.4340
H -4.6005 0.1140 3.7392
H -5.2543 2.3778 4.3357
H -5.1850 4.8002 3.8674
H -3.6533 5.6923 2.1636
H -2.1220 4.1790 0.9058
F 5.0314 -2.0806 2.2571
C 4.0384 -2.6018 1.5723
C 4.3133 -3.5005 0.5812
F 5.5574 -3.8076 0.3511
C 3.2802 -4.1056 -0.2226
C 1.9305 -3.7133 0.0939
C 1.6887 -2.8175 1.0778
F 0.4078 -2.5286 1.3952
C 2.7113 -2.1900 1.8388
C 2.4046 -1.1675 2.7870
C 1.1431 -0.6428 2.7971
N 0.0516 -0.1987 2.7255
C 3.3481 -0.4933 3.6272
N 4.0781 0.1145 4.2721
F 0.9157 -4.2342 -0.5465
C 3.5634 -5.0041 -1.2290
C 4.8829 -5.3831 -1.6006
N 5.9311 -5.6696 -1.9799
C 2.5539 -5.6133 -2.0298
N 1.7639 -6.1353 -2.6821
C 2.7119 -2.3491 -3.5386
C 3.2483 -1.3744 -2.7037
C 2.4094 -0.5787 -1.9347
C 1.0336 -0.7748 -2.0124
C 0.4896 -1.7565 -2.8345
C 1.3367 -2.5445 -3.6008
As -0.1434 0.4004 -1.0470
C 0.7724 1.9658 -0.4375
C 1.8374 2.0701 0.4469
C 2.3580 3.3250 0.7285
C 1.8063 4.4492 0.1248
C 0.7382 4.3397 -0.7581
C 0.1992 3.0926 -1.0484
C -0.9284 2.8284 -1.9678
C -1.6434 3.7852 -2.6758
C -2.6831 3.3942 -3.5106
C -3.0311 2.0566 -3.6457
C -2.3344 1.0823 -2.9424
C -1.2917 1.4822 -2.1252
H 3.3674 -2.9409 -4.1657
H 4.3173 -1.2040 -2.6825
H 2.8270 0.2167 -1.3293
H -0.5825 -1.9030 -2.9012
H 0.9216 -3.2949 -4.2605
H 2.2863 1.1914 0.8989
H 3.1948 3.4269 1.4059
H 2.2216 5.4252 0.3379
H 0.3433 5.2307 -1.2284
H -1.3903 4.8342 -2.5963
H -3.2274 4.1446 -4.0679
H -3.8410 1.7719 -4.3029
H -2.6058 0.0393 -3.0486
```

Summary:
**ΔE to the lowest compared entry with this formula, charge and spin**: 56.6 kJ/mol
**Molecular weight**: 954.6 g/mol
**HOMO**: -0.5950 hartree
**Orbital gap**: 4.544 eV
**Charge**: +3